A | The following is a DFT calculation (ωB97M-V/def2-TZVPD) of 2 unconnected molecules or ions with the total composition C5H11O3.

Cartesian coordinates (Å):
1 O 0.339 -1.709 -1.985
2 C 0.334 -1.924 -0.760
3 O -0.062 -2.957 -0.143
4 C 0.877 -0.799 0.180
5 C -0.104 0.213 0.749
6 C -1.284 0.537 -0.184
7 C -1.078 1.939 -0.792
8 H 1.386 -1.332 0.991
9 H 1.697 -0.365 -0.417
10 H -0.561 -0.300 1.610
11 H 0.364 1.105 1.163
12 H -1.334 -0.143 -1.033
13 H -2.204 0.457 0.394
14 H -1.148 2.772 -0.106
15 H -1.711 2.122 -1.666
16 H -0.039 1.982 -1.144
17 H 0.200 2.922 1.696
18 H 1.323 2.387 2.483
19 O 0.921 3.228 2.238

## Properties
HOMO, eV: -4.0
Charge: -1
Spin multiplicity: 1
Frontier orbital gap, eV: 7.56

=====

B | The following is a DFT calculation (ωB97M-V/def2-TZVPD) of 2 unconnected molecules or ions with the total composition C5H11O3.

Cartesian coordinates (Å):
1 O -0.795 -0.516 1.730
2 C -1.283 -0.698 0.580
3 O -2.436 -0.422 0.201
4 C -0.322 -1.264 -0.481
5 C 0.463 -0.160 -1.249
6 C 0.629 1.144 -0.477
7 C 1.307 2.195 -1.355
8 H 0.379 -1.925 0.003
9 H -0.911 -1.838 -1.193
10 H 1.433 -0.613 -1.468
11 H 0.028 0.047 -2.230
12 H -0.348 1.477 -0.141
13 H 1.186 0.973 0.446
14 H 2.388 2.070 -1.401
15 H 1.202 3.203 -0.928
16 H 0.850 2.272 -2.339
17 H -1.023 -1.989 2.703
18 H -1.500 -1.570 4.018
19 O -1.244 -2.386 3.581

## Properties
HOMO, eV: -4.4
Charge: -1
Spin multiplicity: 1
Frontier orbital gap, eV: 8.17

=====

C | The following is a DFT calculation (ωB97M-V/def2-TZVPD) of a molecular structure, C5H11O3.

Cartesian coordinates (Å):
1 O 0.753 -0.982 -1.805
2 C 1.920 1.450 0.878
3 C 1.174 0.245 -1.208
4 C 1.413 0.133 0.289
5 H -0.089 -1.244 -1.379
6 H 2.873 1.735 0.402
7 H 2.083 1.351 1.964
8 H 1.185 2.254 0.704
9 H 0.443 1.050 -1.413
10 H 2.118 0.508 -1.722
11 H 2.146 -0.677 0.468
12 H 0.465 -0.156 0.783
13 O -1.001 -1.484 -0.749
14 O -1.323 0.665 -0.073
15 C -1.620 -0.558 -0.156
16 C -2.903 -0.991 0.606
17 H -2.623 -1.273 1.635
18 H -3.635 -0.167 0.654
19 H -3.381 -1.859 0.122

## Properties
HOMO, eV: -4.2
Charge: -1
Spin multiplicity: 1
Frontier orbital gap, eV: 8.42

=====

It is B that is most stable; the runner-up trails by 62.9 kJ/mol.

=====

A | The following is a DFT calculation (ωB97M-V/def2-TZVPD) of a gas-phase ion, C4H11N2 (charge +1).

Cartesian coordinates (Å):
1 C 2.409 0.093 0.119
2 C 1.636 0.425 -1.146
3 C 0.139 0.761 -0.920
4 N -0.433 -0.046 0.174
5 C -1.708 -0.148 0.413
6 N -2.261 -1.010 1.236
7 H 1.975 -0.746 0.664
8 H 2.468 0.971 0.769
9 H 3.459 -0.137 -0.056
10 H 1.691 -0.351 -1.916
11 H 2.092 1.275 -1.645
12 H -0.467 0.604 -1.806
13 H 0.128 1.814 -0.645
14 H 0.168 -0.794 0.517
15 H -2.416 0.489 -0.111
16 H -1.713 -1.474 1.955
17 H -3.265 -1.142 1.299

## Properties
HOMO, eV: -15.1
Charge: +1
SMILES string: CCCNC=[NH2+]
Spin multiplicity: 1
Frontier orbital gap, eV: 11.40

=====

B | The following is a DFT calculation (ωB97M-V/def2-TZVPD) of a gas-phase ion, C4H11N2 (charge +1).

Cartesian coordinates (Å):
1 C -1.096 -1.591 -0.180
2 C -0.108 -0.686 0.487
3 C -0.133 0.834 0.521
4 N -1.200 1.576 -0.260
5 N 0.784 0.070 -0.350
6 C 2.182 0.054 -0.124
7 H -2.070 -1.034 -0.410
8 H -1.365 -2.413 0.371
9 H -0.697 -1.908 -1.082
10 H 0.317 -1.175 1.313
11 H 0.084 1.325 1.348
12 H -0.646 2.225 -0.806
13 H -1.993 1.640 0.344
14 H -1.660 1.095 -1.066
15 H 2.674 1.013 -0.438
16 H 2.332 -0.089 0.957
17 H 2.595 -0.936 -0.624

## Properties
HOMO, eV: -13.9
Charge: +1
SMILES string: C[C@@H]1[C@H]([NH3+])N1C
Spin multiplicity: 1
Frontier orbital gap, eV: 10.31

=====

It is A that is most stable; the runner-up trails by 282.9 kJ/mol.

=====

A | The following is a DFT calculation (ωB97M-V/def2-TZVPD) of 2 unconnected molecules or ions with the total composition C4H11N2.

Cartesian coordinates (Å):
1 C 0.722 0.722 0.225
2 C 0.073 1.680 1.065
3 C -1.560 -0.786 0.372
4 C -0.058 -1.239 -1.610
5 N 1.978 0.378 0.130
6 N -0.257 -1.042 -0.136
7 H 0.520 1.672 2.022
8 H -0.987 1.557 1.061
9 H 0.288 2.670 0.668
10 H -2.089 0.016 -0.174
11 H -1.427 -0.422 1.412
12 H -2.085 -1.697 0.397
13 H 0.945 -0.885 -1.880
14 H -0.779 -0.603 -2.130
15 H -0.252 -2.333 -1.706
16 H 2.727 0.691 0.729
17 H 2.242 -0.378 -0.445

## Properties
HOMO, eV: -14.0
Charge: +1
Spin multiplicity: 1
Frontier orbital gap, eV: 8.59

=====

B | The following is a DFT calculation (ωB97M-V/def2-TZVPD) of a gas-phase ion, C4H11N2 (charge +1).

Cartesian coordinates (Å):
1 C -0.956 0.350 -0.605
2 C 0.436 0.878 -0.035
3 C -0.120 -0.986 -2.366
4 C 0.114 0.463 2.390
5 N -0.436 -0.884 -1.023
6 N 0.854 0.146 1.201
7 H -1.501 0.050 0.229
8 H -1.472 1.037 -1.206
9 H 1.240 1.149 -0.670
10 H -0.694 -1.882 -2.651
11 H -0.353 -0.110 -3.070
12 H 0.862 -1.266 -2.601
13 H 0.655 1.222 3.028
14 H -0.907 0.922 2.135
15 H -0.055 -0.324 3.151
16 H 0.468 -0.733 0.697
17 H 1.864 -0.034 1.397

## Properties
HOMO (spin up / spin down), eV: -13.7 / -14.0
Charge: +1
Spin multiplicity: 1
Frontier orbital gap (spin up / spin down), eV: 8.83 / 9.32

=====

C | The following is a DFT calculation (ωB97M-V/def2-TZVPD) of a gas-phase ion, C4H11N2 (charge +1).

Cartesian coordinates (Å):
1 H -2.407 -1.582 -0.091
2 N -1.620 -1.001 -0.374
3 C -1.359 -0.184 0.559
4 C -0.090 0.560 0.336
5 C -0.436 1.852 -0.429
6 N 0.826 -0.328 -0.400
7 C 1.603 -1.338 0.259
8 H -2.042 0.059 1.429
9 H 0.325 0.873 1.333
10 H -0.664 1.668 -1.475
11 H -1.363 2.279 -0.031
12 H 0.441 2.651 -0.312
13 H 1.439 0.371 -0.946
14 H 0.225 -0.965 -1.051
15 H 0.994 -1.513 1.148
16 H 1.516 -2.249 -0.406
17 H 2.609 -1.153 0.452

## Properties
HOMO, eV: -15.2
Charge: +1
SMILES string: [H]/N=C/[C@H](C)[NH2+]C
Spin multiplicity: 1
Frontier orbital gap, eV: 11.98

=====

It is C that is most stable; the runner-up trails by 232.9 kJ/mol.

=====

A | The following is a DFT calculation (ωB97M-V/def2-TZVPD) of a gas-phase ion, C4H11N2 (charge +1).

Cartesian coordinates (Å):
1 C 2.413 -0.975 -0.100
2 N 0.919 -0.849 0.020
3 C 0.072 0.154 0.064
4 C 0.480 1.506 0.316
5 C -1.697 -0.205 0.161
6 N -2.991 -0.148 -0.550
7 H 2.609 -1.959 0.343
8 H 2.606 -1.001 -1.149
9 H 2.974 -0.218 0.337
10 H 0.543 -1.744 -0.347
11 H -0.423 2.063 0.715
12 H 1.048 2.076 -0.447
13 H 1.282 1.451 1.079
14 H -1.453 -1.295 0.385
15 H -1.797 0.556 0.989
16 H -3.522 0.744 -0.225
17 H -3.064 -0.154 -1.592

## Properties
HOMO, eV: -13.8
Charge: +1
SMILES string: C/[NH+]=C(\C)CN
Spin multiplicity: 1
Frontier orbital gap, eV: 9.43

=====

B | The following is a DFT calculation (ωB97M-V/def2-TZVPD) of a gas-phase ion, C4H11N2 (charge +1).

Cartesian coordinates (Å):
1 C 2.556 -0.771 0.061
2 N 1.660 0.343 -0.102
3 C 0.450 0.432 0.168
4 C -0.026 1.944 0.258
5 C -0.739 -0.755 0.331
6 N -1.864 -0.527 -0.620
7 H 3.005 -0.534 0.987
8 H 1.954 -1.648 0.237
9 H 3.296 -0.770 -0.688
10 H 0.298 2.533 -0.542
11 H 0.458 2.287 1.168
12 H -1.101 2.078 0.218
13 H -0.974 -0.827 1.379
14 H -0.284 -1.689 0.102
15 H -2.561 -1.274 -0.477
16 H -1.431 -0.492 -1.646
17 H -2.418 0.335 -0.448

## Properties
HOMO, eV: -13.0
Charge: +1
SMILES string: C/N=C(/C)C[NH3+]
Spin multiplicity: 1
Frontier orbital gap, eV: 8.86

=====

C | The following is a DFT calculation (ωB97M-V/def2-TZVPD) of 2 unconnected molecules or ions with the total composition C4H11N2.

Cartesian coordinates (Å):
1 C 2.621 -0.675 -0.351
2 C 1.751 0.494 -0.409
3 C -2.204 1.079 -0.187
4 C -0.396 -0.661 0.376
5 N 2.489 0.473 0.668
6 N -1.845 -0.391 -0.074
7 H 2.249 -1.563 -0.118
8 H 3.655 -0.572 -0.935
9 H 1.283 1.122 -1.088
10 H -1.558 1.592 0.534
11 H -2.063 1.380 -1.163
12 H -3.347 1.318 -0.005
13 H -0.248 -0.434 1.411
14 H -0.228 -1.729 -0.078
15 H 2.312 0.322 1.736
16 H -2.490 -0.901 0.618
17 H -1.980 -0.854 -0.935

## Properties
HOMO (spin up / spin down), eV: -12.1 / -12.1
Charge: +1
Spin multiplicity: 1
Frontier orbital gap (spin up / spin down), eV: 8.31 / 8.31

=====

D | The following is a DFT calculation (ωB97M-V/def2-TZVPD) of a gas-phase ion, C4H11N2 (charge +1).

Cartesian coordinates (Å):
1 C 2.028 0.885 0.183
2 C 0.797 0.927 -0.724
3 C -0.295 -0.021 -0.334
4 N -1.645 0.600 -0.080
5 C -0.188 -1.232 0.194
6 N -1.334 -1.924 0.663
7 H 1.774 1.293 1.163
8 H 2.451 -0.102 0.336
9 H 2.779 1.522 -0.269
10 H 1.130 0.744 -1.743
11 H 0.414 1.948 -0.732
12 H -2.104 0.841 -0.958
13 H -1.511 1.438 0.487
14 H -2.195 -0.125 0.417
15 H 0.764 -1.747 0.134
16 H -1.777 -2.431 -0.098
17 H -1.088 -2.615 1.362

## Properties
HOMO, eV: -14.1
Charge: +1
SMILES string: CC/C([NH3+])=C/N
Spin multiplicity: 1
Frontier orbital gap, eV: 10.66

=====

It is D that is most stable; the runner-up trails by 163.5 kJ/mol.

=====

A | The following is a DFT calculation (ωB97M-V/def2-TZVPD) of 2 unconnected molecules or ions with the total composition C4H11N2.

Cartesian coordinates (Å):
1 C 1.555 0.770 -0.313
2 C -0.272 -2.125 0.108
3 C -1.827 1.265 0.057
4 C -0.628 -0.705 0.472
5 N 2.811 0.702 -0.130
6 N -1.523 -0.104 -0.247
7 H 1.114 1.841 -0.394
8 H -0.392 -2.270 -1.002
9 H 0.766 -2.230 0.298
10 H -0.887 -2.794 0.733
11 H -1.757 1.957 -0.862
12 H -2.778 1.430 0.543
13 H -0.952 1.597 0.832
14 H -0.017 -0.399 1.286
15 H 3.419 1.651 -0.084
16 H -2.066 -0.555 -0.977
17 H 3.434 -0.031 -0.319

## Properties
HOMO (spin up / spin down), eV: -12.3 / -12.3
Charge: +1
Spin multiplicity: 1
Frontier orbital gap (spin up / spin down), eV: 8.44 / 8.44

=====

B | The following is a DFT calculation (ωB97M-V/def2-TZVPD) of 2 unconnected molecules or ions with the total composition C4H11N2.

Cartesian coordinates (Å):
1 C -1.320 -0.042 -0.451
2 C -1.879 1.221 -0.015
3 C 1.146 -1.554 0.199
4 C 0.549 -0.207 0.525
5 N -1.645 -1.033 -1.056
6 N 1.348 0.966 -0.028
7 H -1.076 1.912 0.324
8 H -2.533 0.939 0.761
9 H -2.349 1.649 -0.890
10 H 1.985 -1.702 0.973
11 H 1.479 -1.607 -0.788
12 H 0.600 -2.380 0.457
13 H 0.237 -0.064 1.592
14 H -1.104 -1.821 -1.049
15 H 1.666 0.767 -0.956
16 H 2.225 1.097 0.482
17 H 0.672 1.858 -0.079

## Properties
HOMO, eV: -12.8
Charge: +1
Spin multiplicity: 1
Frontier orbital gap, eV: 9.03

=====

It is B that is most stable; the runner-up trails by 39.8 kJ/mol.

=====

A | The following is a DFT calculation (ωB97M-V/def2-TZVPD) of 3 unconnected molecules or ions with the total composition C4H11N2.

Cartesian coordinates (Å):
1 C 2.916 -0.850 -0.297
2 C 0.543 1.243 0.477
3 C -2.167 -0.596 0.663
4 C -0.220 1.267 -0.577
5 N 2.208 0.051 0.295
6 N -1.642 -0.290 -0.660
7 H 3.901 -1.131 0.052
8 H 2.529 -1.335 -1.184
9 H 0.576 1.271 1.537
10 H -2.859 0.185 0.970
11 H -2.687 -1.555 0.700
12 H -1.337 -0.627 1.370
13 H 0.127 1.027 -1.566
14 H -1.015 2.006 -0.547
15 H 2.662 0.466 1.109
16 H -1.145 -1.089 -1.040
17 H -2.390 -0.044 -1.302

## Properties
HOMO, eV: -13.0
Charge: +1
Spin multiplicity: 1
Frontier orbital gap, eV: 9.12

=====

B | The following is a DFT calculation (ωB97M-V/def2-TZVPD) of a gas-phase ion, C4H11N2 (charge +1).

Cartesian coordinates (Å):
1 N -1.740 -1.216 1.583
2 C -1.045 -1.522 0.297
3 C 0.355 -0.966 0.420
4 C 0.320 0.521 0.172
5 C 1.319 1.193 -0.417
6 N 1.065 2.184 -1.504
7 H -1.405 -1.896 2.268
8 H -2.700 -1.559 1.532
9 H -1.692 -1.055 -0.445
10 H -1.076 -2.586 0.096
11 H 0.927 -1.182 1.324
12 H 0.889 -1.408 -0.405
13 H -0.550 1.109 0.454
14 H 2.370 0.955 -0.316
15 H 1.097 1.788 -2.430
16 H 1.687 2.980 -1.317
17 H 0.179 2.660 -1.313

## Properties
HOMO, eV: -13.0
Charge: +1
SMILES string: NCC/C=C/[NH3+]
Spin multiplicity: 1
Frontier orbital gap, eV: 8.95

=====

C | The following is a DFT calculation (ωB97M-V/def2-TZVPD) of a gas-phase ion, C4H11N2 (charge +1).

Cartesian coordinates (Å):
1 C -1.106 -1.107 -1.703
2 C -0.531 -1.274 -0.260
3 C 0.017 -0.022 0.318
4 N 1.242 0.469 -0.357
5 C -0.134 0.602 1.508
6 N 0.566 1.788 1.806
7 H -1.621 -0.105 -1.906
8 H -0.344 -1.264 -2.467
9 H -1.840 -1.938 -1.904
10 H -1.343 -1.543 0.467
11 H 0.121 -2.227 -0.319
12 H 2.056 0.271 0.196
13 H 1.467 0.052 -1.306
14 H 1.115 1.505 -0.551
15 H -0.875 0.258 2.250
16 H 1.116 1.845 2.684
17 H 0.094 2.691 1.545

## Properties
HOMO, eV: -13.8
Charge: +1
SMILES string: CC/C([NH3+])=C/N
Spin multiplicity: 1
Frontier orbital gap, eV: 10.23

=====

It is C that is most stable; the runner-up trails by 91.9 kJ/mol.